Entry 1:
{"formula": "C34H76N9O14", "method": "ωB97M-V with the def2-TZVPD basis set", "gap_ev": 6.108, "total_charge": 1, "largest_force_ev_per_a": 9.10, "total_energy_ha": -2886.7172, "homo_ev": -9.66, "elements": ["C", "C", "O", "C", "O", "C", "C", "C", "N", "O", "C", "C", "O", "C", "C", "O", "O", "H", "H", "H", "H", "H", "H", "H", "H", "H", "H", "H", "H", "H", "H", "H", "H", "H", "H", "H", "H", "C", "O", "N", "C", "C", "H", "H", "H", "H", "H", "H", "H", "C", "O", "N", "C", "C", "H", "H", "H", "H", "H", "H", "H", "C", "O", "N", "C", "C", "H", "H", "H", "H", "H", "H", "H", "C", "O", "N", "C", "C", "H", "H", "H", "H", "H", "H", "H", "C", "O", "N", "C", "C", "H", "H", "H", "H", "H", "H", "H", "C", "O", "N", "C", "C", "H", "H", "H", "H", "H", "H", "H", "C", "O", "N", "C", "C", "H", "H", "H", "H", "H", "H", "H", "C", "O", "N", "C", "C", "H", "H", "H", "H", "H", "H", "H"], "xyz": [[-1.0161, 4.4709, -1.1683], [-1.0837, 3.3165, 0.0297], [0.2451, 3.0191, 0.5954], [1.0094, 2.0810, -0.2430], [0.6093, 1.6371, -1.4661], [2.4567, 1.4740, 0.3356], [3.7476, 1.9233, -0.5693], [4.5320, 3.2645, -0.0501], [4.1919, 4.5379, -0.8004], [2.9424, 4.8836, -0.4450], [4.4266, 4.4646, -2.3018], [3.0299, 4.2747, -3.1806], [3.4181, 3.4984, -4.4036], [5.1680, 5.6050, -0.2812], [4.6990, 7.1434, -0.5947], [3.8774, 7.5501, -1.5653], [5.2993, 8.2113, 0.2723], [-1.5949, 4.1238, -2.1449], [-1.5726, 5.4213, -0.7386], [0.0973, 4.7300, -1.4584], [-1.6450, 2.3489, -0.3176], [-1.7314, 3.7656, 0.9237], [2.5764, 1.6559, 1.4929], [2.3463, 0.2917, 0.2132], [3.3992, 1.9461, -1.6859], [4.5333, 1.0277, -0.4934], [5.7157, 3.1168, -0.0514], [4.2337, 3.4420, 1.0916], [2.9228, 5.2856, 0.4923], [5.0146, 5.3846, -2.7422], [5.1210, 3.5112, -2.4830], [2.5394, 5.3092, -3.4831], [2.2679, 3.5846, -2.6053], [3.0945, 4.0122, -5.2254], [5.2093, 5.4688, 0.9009], [6.2713, 5.3795, -0.6761], [6.2704, 7.9021, 0.3460], [-3.8496, 4.1244, 3.8017], [-3.7407, 3.8227, 2.6202], [-2.8207, 4.1469, 4.7192], [-3.0319, 4.5163, 6.1033], [-1.4856, 3.7901, 4.2865], [-4.8215, 4.4124, 4.2353], [-2.4135, 5.3882, 6.3348], [-2.7388, 3.6778, 6.7415], [-4.0811, 4.7603, 6.2905], [-1.1763, 4.4711, 3.4880], [-1.5001, 2.7693, 3.8927], [-0.7796, 3.8538, 5.1190], [3.2920, -1.5742, -1.2977], [3.2488, -1.5556, -0.0744], [4.2666, -2.1900, -2.0540], [4.2466, -2.1667, -3.5017], [5.3453, -2.8828, -1.3807], [2.5203, -1.0777, -1.9089], [4.2008, -3.1951, -3.8712], [5.1621, -1.6875, -3.8602], [3.3813, -1.6122, -3.8751], [4.9235, -3.6733, -0.7528], [5.8799, -2.1733, -0.7418], [6.0372, -3.3187, -2.1064], [3.2264, -6.7817, -1.2989], [3.4898, -5.6746, -1.7502], [3.4702, -7.1973, -0.0071], [3.1279, -8.5277, 0.4509], [4.0884, -6.2751, 0.9227], [2.7543, -7.5598, -1.9212], [2.4228, -8.4445, 1.2829], [4.0385, -9.0301, 0.7894], [2.6706, -9.1148, -0.3501], [3.4548, -5.3883, 1.0187], [5.0624, -5.9709, 0.5277], [4.2180, -6.7429, 1.9024], [-0.3024, 6.9185, 1.3823], [-1.2873, 6.6376, 2.0530], [0.3420, 8.1374, 1.3798], [1.5049, 8.3914, 0.5552], [-0.1589, 9.1987, 2.2282], [0.1601, 6.1840, 0.7024], [2.3447, 8.6612, 1.2020], [1.2828, 9.2197, -0.1237], [1.7727, 7.5084, -0.0314], [-0.1376, 8.8622, 3.2691], [-1.1942, 9.4180, 1.9501], [0.4504, 10.1001, 2.1200], [0.6208, -4.4796, 2.0744], [1.8096, -4.6668, 1.8498], [-0.2126, -3.6626, 1.3402], [-1.6121, -3.4937, 1.6717], [0.3272, -2.9499, 0.2011], [0.1092, -4.9730, 2.9173], [-2.2183, -3.8148, 0.8197], [-1.8010, -2.4366, 1.8797], [-1.8837, -4.0864, 2.5493], [0.7269, -3.6741, -0.5150], [1.1421, -2.3029, 0.5396], [-0.4473, -2.3459, -0.2793], [-5.0208, 3.2262, -2.0724], [-4.1872, 3.6570, -2.8587], [-5.1991, 1.8991, -1.7437], [-6.2109, 1.4689, -0.8013], [-4.3481, 0.9023, -2.3596], [-5.7193, 3.8988, -1.5478], [-5.7224, 0.9554, 0.0318], [-6.8951, 0.7814, -1.3067], [-6.7777, 2.3205, -0.4154], [-3.3052, 1.1238, -2.1139], [-4.4720, 0.9507, -3.4457], [-4.6057, -0.0989, -2.0037], [-0.2910, -10.3366, 1.5525], [0.4116, -9.3618, 1.3179], [0.0010, -11.3328, 2.4598], [-0.8850, -12.4568, 2.6801], [1.2326, -11.2542, 3.2175], [-1.2499, -10.4941, 1.0317], [-1.1937, -12.4632, 3.7294], [-0.3476, -13.3810, 2.4493], [-1.7726, -12.3895, 2.0452], [1.2357, -10.3256, 3.7961], [2.0776, -11.2388, 2.5225], [1.3263, -12.1092, 3.8925], [-8.1752, -0.8290, -2.7658], [-8.1002, -0.6481, -1.5573], [-8.6279, -1.9798, -3.3754], [-8.6862, -2.1158, -4.8158], [-9.0593, -3.0889, -2.5502], [-7.8726, -0.0497, -3.4846], [-9.7219, -2.3064, -5.1113], [-8.0570, -2.9583, -5.1170], [-8.3324, -1.2081, -5.3122], [-9.8825, -2.7572, -1.9102], [-8.2259, -3.4058, -1.9160], [-9.3895, -3.9266, -3.1705]], "lowdin_charge": [-0.074, -0.191, -0.114, -0.231, -0.050, -0.073, -0.125, -0.100, -0.348, 0.021, -0.052, -0.156, -0.128, -0.026, -0.236, 0.036, 0.013, 0.088, 0.083, 0.066, 0.130, 0.124, 0.134, 0.109, 0.124, 0.141, 0.166, 0.163, 0.186, 0.158, 0.173, 0.156, 0.117, 0.132, 0.173, 0.188, 0.140, -0.317, -0.004, -0.201, -0.065, -0.052, 0.131, 0.089, 0.088, 0.086, 0.067, 0.093, 0.087, -0.323, -0.031, -0.185, -0.056, -0.043, 0.138, 0.095, 0.087, 0.087, 0.075, 0.087, 0.096, -0.321, -0.021, -0.184, -0.073, -0.057, 0.129, 0.066, 0.087, 0.084, 0.051, 0.085, 0.093, -0.322, 0.016, -0.200, -0.064, -0.043, 0.106, 0.089, 0.103, 0.056, 0.094, 0.098, 0.091, -0.294, -0.002, -0.201, -0.066, -0.044, 0.132, 0.089, 0.087, 0.084, 0.098, 0.069, 0.090, -0.326, -0.019, -0.200, -0.056, -0.050, 0.131, 0.094, 0.039, 0.091, 0.079, 0.091, 0.089, -0.307, -0.009, -0.207, -0.064, -0.046, 0.131, 0.090, 0.090, 0.085, 0.095, 0.092, 0.089, -0.306, -0.012, -0.205, -0.063, -0.048, 0.137, 0.091, 0.090, 0.086, 0.095, 0.093, 0.090]}

=====

Entry 2:
{"formula": "C3H7NO", "method": "ωB97M-V with the def2-TZVPD basis set", "e_above_lowest_ev": 4.9357, "gap_ev": [7.498, 7.521], "largest_force_ev_per_a": 0.38, "total_energy_ha": -248.3451, "homo_ev": [-6.76, -6.78], "elements": ["C", "C", "N", "C", "O", "H", "H", "H", "H", "H", "H", "H"], "xyz": [[-0.9652, 1.0236, 1.0897], [-0.4366, -1.0432, -0.4237], [0.8825, -0.6886, -0.4741], [1.4280, -0.0404, 0.5516], [0.6852, 0.1477, 1.5656], [-1.8705, 0.4725, 1.3392], [-1.0247, 1.5198, 0.1234], [-0.6761, 1.7048, 1.8848], [-0.8276, -1.4500, -1.3513], [-0.7752, -1.4771, 0.5043], [1.3648, -0.6714, -1.3620], [2.3974, 0.4366, 0.3960]], "lowdin_charge": [0.054, -0.057, -0.046, -0.343, -0.098, 0.035, 0.035, 0.039, 0.053, 0.056, 0.145, 0.127]}

=====

Entry 3:
{"formula": "C6H16NS", "method": "ωB97M-V with the def2-TZVPD basis set", "e_above_lowest_ev": 3.1142, "gap_ev": 9.412, "total_charge": 1, "largest_force_ev_per_a": 4.71, "total_energy_ha": -690.7971, "homo_ev": -13.06, "elements": ["C", "C", "C", "C", "C", "C", "N", "S", "H", "H", "H", "H", "H", "H", "H", "H", "H", "H", "H", "H", "H", "H", "H", "H"], "xyz": [[-3.0147, -0.1569, 1.8728], [2.2589, 1.1750, -2.0626], [1.4236, -1.1415, -1.7406], [0.7491, 1.7605, 0.5137], [-2.1782, -1.0199, 0.9319], [1.4553, 0.2559, -1.1384], [0.7893, 0.5207, -0.1091], [-0.3862, -1.0629, 1.7334], [-3.9656, -0.5277, 2.0474], [-2.6251, -0.0480, 2.8611], [-3.1352, 0.8550, 1.4319], [3.1628, 0.5378, -2.2263], [2.5037, 2.2455, -1.7894], [1.8610, 1.0677, -2.9848], [0.4758, -1.2810, -2.3151], [1.2733, -2.0175, -1.0351], [2.2916, -1.2628, -2.4131], [1.0592, 1.7908, 1.4833], [1.4225, 2.5108, -0.0616], [-0.3205, 2.1172, 0.6353], [-2.0646, -0.4944, 0.0469], [-2.4853, -1.9992, 0.8195], [0.3597, -1.7395, 0.9984], [-0.9105, -2.0856, 2.5005]], "lowdin_charge": [-0.120, -0.011, -0.042, -0.141, -0.295, -0.374, -0.095, 1.079, 0.063, 0.064, 0.105, 0.099, 0.103, 0.045, 0.100, 0.080, 0.084, 0.038, 0.110, 0.108, 0.054, 0.062, -0.121, 0.006]}

=====

Entry 4:
{"formula": "C21H21AsErF3N5O6S2", "method": "ωB97M-V with the def2-TZVPD basis set", "e_above_lowest_ev": 0.0000, "gap_ev": [8.300, 8.301], "s2": 3.75, "multiplicity": 4, "total_charge": -1, "largest_force_ev_per_a": 0.95, "total_energy_ha": -5885.1924, "homo_ev": [-5.68, -5.68], "elements": ["Er", "O", "C", "O", "C", "C", "C", "C", "C", "N", "C", "O", "O", "H", "H", "H", "N", "C", "C", "C", "C", "C", "C", "S", "O", "O", "N", "C", "N", "C", "C", "C", "N", "H", "H", "H", "H", "H", "H", "H", "H", "H", "C", "As", "C", "C", "S", "H", "H", "H", "H", "H", "H", "H", "H", "H", "F", "C", "F", "F"], "xyz": [[-2.7919, 0.3238, -0.2691], [-3.1699, 0.4976, -4.5416], [-3.0106, 0.1194, -3.3867], [-3.7318, 0.3823, -2.3635], [-1.8018, -0.7495, -3.0589], [-0.7375, -0.9686, -3.9181], [0.3214, -1.7364, -3.4472], [0.3000, -2.2442, -2.1528], [-0.7888, -1.9397, -1.3556], [-1.8050, -1.2278, -1.8214], [-0.8987, -2.2565, 0.1407], [-0.1051, -3.0458, 0.6393], [-1.8293, -1.5978, 0.7254], [-0.7602, -0.5336, -4.9069], [1.1820, -1.9201, -4.0790], [1.1164, -2.8137, -1.7327], [7.3076, 0.0588, 0.4353], [5.9244, 0.0519, 0.1581], [5.1504, -1.0671, 0.4524], [3.7828, -1.0597, 0.2204], [3.1788, 0.0702, -0.3074], [3.9337, 1.1970, -0.5889], [5.3009, 1.1834, -0.3613], [0.7877, 0.4109, 0.6915], [1.4473, 1.4645, 1.4691], [1.8348, 0.0719, -0.5951], [-0.4574, 0.9451, -0.1727], [-0.3959, 1.8875, -1.1528], [-1.6459, 2.1866, -1.5851], [-1.7699, 2.8782, -2.7096], [-0.6651, 3.3970, -3.3584], [0.5576, 3.1788, -2.7353], [0.7208, 2.4386, -1.6502], [7.7223, -0.8606, 0.4194], [7.8311, 0.6847, -0.1577], [5.6195, -1.9521, 0.8681], [3.1754, -1.9297, 0.4401], [3.4231, 2.0710, -0.9700], [5.8914, 2.0673, -0.5768], [-2.7798, 3.0189, -3.0772], [-0.7569, 3.9620, -4.2730], [1.4603, 3.6255, -3.1443], [-0.2098, -1.1014, 3.4993], [-1.9669, -0.3315, 3.5091], [-3.1942, -1.8018, 3.4798], [-2.1490, 0.3214, 5.3118], [-2.4884, 1.3513, 2.3184], [-0.1135, -1.5764, 4.4776], [0.5345, -0.3161, 3.3854], [-0.1348, -1.8247, 2.6890], [-3.0043, -2.3844, 4.3824], [-3.0160, -2.3903, 2.5849], [-4.2065, -1.4050, 3.4755], [-1.9709, -0.4890, 6.0194], [-3.1545, 0.7189, 5.4298], [-1.4284, 1.1218, 5.4688], [-6.1629, -0.6382, -0.3262], [-5.0476, -0.3566, 0.3560], [-5.4532, -0.3493, 1.6569], [-4.9021, 1.1812, 0.0718]], "lowdin_spin": [3.022, 0.000, 0.000, -0.002, 0.000, 0.000, 0.000, 0.000, 0.000, -0.002, 0.000, 0.000, -0.002, 0.000, 0.000, 0.000, 0.000, 0.000, 0.000, 0.000, 0.000, 0.000, 0.000, 0.000, 0.000, 0.000, -0.003, 0.000, -0.002, 0.000, 0.000, 0.000, 0.000, 0.000, 0.000, 0.000, 0.000, 0.000, 0.000, 0.000, 0.000, 0.000, 0.000, 0.000, 0.000, 0.000, -0.003, 0.000, 0.000, 0.000, 0.000, 0.000, 0.000, 0.000, 0.000, 0.000, 0.000, -0.003, -0.001, -0.001]}